# 1
Entry from OMol25: a 15-piece molecular cluster, C26H41Cl28FNO3 overall in a non-equilibrium geometry (the ωB97M-V functional and the def2-TZVPD basis).

CARTESIAN COORDINATES (ANGSTROEM)
C  3.080  -2.613  -0.327
C  2.345  -1.384  -0.778
C  1.947  -0.422  0.155
C  1.238  0.709  -0.238
C  0.901  0.908  -1.580
C  0.065  2.102  -1.971
C  -1.386  1.966  -1.487
N  -2.285  1.363  -2.478
C  -2.012  -0.033  -2.774
C  -3.250  -0.805  -3.035
O  -4.372  -0.478  -2.877
F  -2.976  -2.058  -3.477
C  -1.950  3.336  -1.044
O  -2.827  3.867  -1.774
O  -1.455  3.789  0.004
C  1.322  -0.041  -2.521
C  2.041  -1.170  -2.124
H  2.849  -2.830  0.714
H  4.162  -2.489  -0.392
H  2.804  -3.494  -0.902
H  2.166  -0.572  1.202
H  0.906  1.436  0.490
H  0.126  2.289  -3.041
H  0.474  2.955  -1.431
H  -1.381  1.334  -0.595
H  -3.212  1.448  -2.074
H  -1.315  -0.095  -3.606
H  -1.535  -0.540  -1.916
H  1.065  0.123  -3.559
H  2.364  -1.891  -2.866
C  3.607  -6.254  1.913
Cl  4.711  -5.517  0.743
Cl  2.161  -5.275  2.198
H  3.297  -7.218  1.533
H  4.130  -6.374  2.854
C  -4.932  6.645  -1.035
Cl  -4.255  8.269  -0.830
Cl  -6.410  6.429  -0.078
H  -5.179  6.508  -2.081
H  -4.195  5.908  -0.726
C  4.350  -1.776  4.009
Cl  5.388  -0.969  2.826
Cl  2.895  -0.837  4.359
H  4.053  -2.739  3.610
H  4.910  -1.899  4.929
C  -4.395  3.974  -4.273
Cl  -4.541  2.338  -4.912
Cl  -4.161  5.185  -5.560
H  -5.305  4.217  -3.738
H  -3.540  3.997  -3.595
C  -2.877  -1.272  0.988
Cl  -2.897  0.466  1.262
Cl  -1.219  -1.912  0.929
H  -3.412  -1.772  1.788
H  -3.359  -1.462  0.037
C  1.818  -9.463  3.762
Cl  2.938  -9.796  2.435
Cl  2.486  -8.298  4.912
H  0.904  -9.054  3.348
H  1.619  -10.390  4.286
C  -6.840  -2.595  2.387
Cl  -6.808  -0.850  2.662
Cl  -5.210  -3.271  2.265
H  -7.349  -3.069  3.218
H  -7.362  -2.787  1.457
C  6.286  -9.966  -0.297
Cl  4.974  -8.791  -0.178
Cl  6.601  -10.771  1.247
H  6.013  -10.717  -1.027
H  7.185  -9.445  -0.604
C  -1.081  6.998  -5.943
Cl  -1.026  8.681  -5.390
Cl  0.537  6.303  -6.087
H  -1.650  6.418  -5.227
H  -1.558  6.972  -6.915
C  -4.228  0.015  5.415
Cl  -5.233  -0.972  6.492
Cl  -2.650  -0.716  5.119
H  -4.741  0.116  4.466
H  -4.080  0.984  5.874
C  2.121  10.421  -3.619
Cl  2.186  12.100  -3.061
Cl  3.733  9.714  -3.769
H  1.552  9.840  -2.903
H  1.641  10.397  -4.590
C  4.637  3.099  1.503
Cl  3.663  2.134  0.387
Cl  4.343  4.842  1.336
H  4.379  2.804  2.511
H  5.686  2.912  1.309
C  -3.762  -5.130  -1.640
Cl  -3.146  -6.739  -1.223
Cl  -2.746  -3.842  -0.998
H  -3.791  -5.042  -2.720
H  -4.757  -5.026  -1.224
C  4.788  3.384  6.175
Cl  4.791  1.647  5.835
Cl  4.924  4.324  4.686
H  3.856  3.639  6.665
H  5.631  3.616  6.815

Cartesian forces, eV/Å:
C 0.000 0.037 0.115
C -0.155 0.294 -0.020
C -0.297 -0.090 -0.491
C -0.250 -0.472 -0.458
C 0.228 -0.346 -0.257
C 0.153 -0.171 0.575
C -0.305 -0.186 -0.423
N -0.051 -0.182 0.011
C 0.359 0.764 0.704
C -0.042 0.217 -0.202
O -0.372 -0.055 0.131
F 0.128 -0.177 -0.247
C 0.112 0.418 0.146
O -0.198 0.063 0.093
O -0.006 -0.125 -0.046
C 0.152 0.112 0.622
C -0.168 0.301 0.144
H 0.011 -0.007 0.096
H 0.091 0.010 -0.061
H -0.002 -0.037 -0.128
H 0.088 -0.021 0.148
H -0.025 0.020 0.081
H -0.145 0.053 -0.113
H 0.029 0.189 -0.130
H 0.233 0.118 0.126
H -0.174 0.077 -0.329
H -0.025 -0.374 -0.133
H 0.129 -0.227 -0.074
H 0.080 -0.089 -0.120
H -0.028 -0.064 -0.023
C 0.029 -0.020 0.050
Cl -0.031 0.121 0.085
Cl 0.022 -0.013 0.025
H -0.030 0.005 -0.045
H 0.009 0.032 0.004
C 0.217 -0.211 0.011
Cl -0.003 0.003 -0.026
Cl -0.019 -0.019 -0.023
H -0.047 0.063 -0.009
H 0.011 0.012 0.002
C -0.017 -0.041 0.008
Cl 0.001 -0.028 -0.022
Cl -0.058 -0.107 -0.041
H -0.031 0.038 -0.079
H 0.010 0.055 0.003
C 0.286 -0.086 0.308
Cl -0.142 -0.017 -0.182
Cl -0.092 0.045 -0.079
H -0.066 0.024 -0.101
H -0.044 -0.048 0.018
C 0.048 0.069 0.092
Cl -0.134 0.097 0.225
Cl -0.011 0.158 0.055
H 0.271 0.226 -0.091
H 0.034 -0.038 -0.039
C -0.066 -0.024 -0.012
Cl -0.050 -0.065 0.043
Cl -0.015 0.001 0.015
H 0.035 0.067 -0.021
H 0.061 -0.006 0.021
C -0.036 0.009 0.022
Cl -0.035 0.007 -0.023
Cl -0.261 -0.311 0.070
H 0.053 0.027 0.053
H 0.046 0.043 -0.039
C 0.007 -0.020 -0.060
Cl 0.074 -0.097 -0.135
Cl 0.016 -0.019 -0.010
H -0.048 -0.026 0.038
H 0.005 0.040 0.066
C 0.000 -0.095 0.045
Cl -0.040 0.062 -0.007
Cl -0.001 -0.008 -0.026
H 0.051 0.018 0.069
H 0.037 0.046 -0.024
C 0.008 0.088 -0.131
Cl -0.031 0.011 -0.007
Cl 0.022 -0.037 -0.024
H -0.003 -0.069 -0.005
H 0.019 -0.030 0.068
C -0.064 -0.073 -0.027
Cl -0.038 0.012 -0.003
Cl -0.009 -0.018 -0.013
H 0.044 0.011 0.053
H 0.040 0.026 -0.026
C 0.036 -0.098 -0.158
Cl 0.400 0.326 0.210
Cl 0.040 -0.067 0.001
H -0.065 0.026 0.046
H -0.003 0.046 -0.049
C -0.103 0.165 -0.127
Cl -0.023 -0.022 -0.009
Cl -0.003 -0.380 0.046
H 0.063 -0.024 -0.007
H 0.020 -0.035 0.061
C 0.052 -0.008 0.001
Cl 0.002 0.055 0.099
Cl 0.002 0.134 0.141
H -0.048 -0.033 -0.067
H 0.046 -0.024 -0.046

Values from the calculation:
Orbital gap   6.840 eV
Net charge   -1
Highest occupied orbital energy   -5.36 eV
Largest force on an atom   0.021 Eh/bohr

Löwdin population analysis, charges in e, atoms 1 to 99: C -0.094; C -0.283; C -0.124; C -0.143; C -0.236; C -0.084; C -0.286; N 0.001; C -0.134; C -0.479; O 0.146; F 0.045; C -0.679; O -0.073; O -0.039; C -0.049; C -0.044; H 0.029; H 0.071; H 0.066; H 0.085; H 0.112; H 0.124; H 0.120; H 0.066; H 0.097; H 0.125; H 0.123; H 0.103; H 0.104; C -1.046; Cl 0.518; Cl 0.529; H -0.056; H 0.015; C -1.017; Cl 0.482; Cl 0.472; H 0.013; H 0.014; C -1.019; Cl 0.500; Cl 0.497; H 0.006; H 0.021; C -1.011; Cl 0.527; Cl 0.492; H 0.022; H -0.014; C -1.061; Cl 0.595; Cl 0.510; H -0.076; H -0.025; C -1.001; Cl 0.509; Cl 0.513; H 0.028; H 0.022; C -0.988; Cl 0.537; Cl 0.566; H 0.024; H 0.025; C -1.010; Cl 0.512; Cl 0.498; H 0.024; H 0.025; C -1.041; Cl 0.492; Cl 0.501; H -0.018; H 0.019; C -1.029; Cl 0.479; Cl 0.509; H -0.021; H 0.026; C -1.037; Cl 0.485; Cl 0.496; H 0.027; H 0.005; C -1.028; Cl 0.642; Cl 0.487; H -0.032; H 0.025; C -1.003; Cl 0.492; Cl 0.565; H 0.026; H 0.022; C -1.006; Cl 0.494; Cl 0.537; H 0.026

---

# 2
Entry from OMol25: C25H20Br2IIrN2O4 as an isolated structure in a non-equilibrium geometry (the ωB97M-V functional and the def2-TZVPD basis).

CARTESIAN COORDINATES (ANGSTROEM)
Ir  -0.755  -0.382  0.233
C  -4.490  -2.355  -0.488
C  -3.554  -1.274  -0.061
O  -2.355  -1.387  -0.442
C  -4.036  -0.177  0.698
C  -3.340  0.978  0.981
C  -3.996  2.129  1.665
N  -2.025  1.104  0.611
N  -1.512  2.322  0.749
C  -0.189  2.322  0.536
O  0.447  1.231  0.298
C  0.555  3.577  0.610
C  -0.119  4.799  0.625
C  0.605  5.975  0.700
C  1.992  5.933  0.773
C  2.663  4.717  0.757
C  1.949  3.536  0.669
H  -3.986  -3.053  -1.150
H  -5.367  -1.935  -0.980
H  -4.838  -2.885  0.403
H  -5.075  -0.216  0.992
H  -5.012  1.867  1.947
H  -4.012  3.003  1.015
H  -3.423  2.409  2.549
H  -1.198  4.819  0.572
H  0.090  6.926  0.704
H  2.553  6.855  0.840
H  3.743  4.692  0.814
H  2.456  2.582  0.647
Br  1.898  -1.344  4.135
C  1.793  -2.812  2.961
C  2.915  -3.612  2.801
C  2.884  -4.686  1.926
C  1.735  -4.984  1.209
C  0.609  -4.196  1.360
C  0.653  -3.118  2.232
I  -1.050  -1.927  2.344
H  3.811  -3.382  3.358
H  3.773  -5.288  1.799
H  1.717  -5.819  0.523
H  -0.290  -4.407  0.796
Br  4.382  -1.985  -2.930
C  2.666  -1.263  -3.223
C  2.443  -0.759  -4.500
C  1.232  -0.189  -4.843
C  0.219  -0.098  -3.901
C  0.455  -0.591  -2.636
C  1.658  -1.186  -2.249
C  1.823  -1.746  -0.864
O  2.704  -2.499  -0.547
O  0.951  -1.389  0.102
H  3.239  -0.821  -5.228
H  1.082  0.179  -5.849
H  -0.736  0.344  -4.152
H  -0.337  -0.536  -1.891

Cartesian forces, eV/Å:
Ir 0.222 0.966 0.205
C -0.054 0.059 0.004
C 0.145 0.079 -0.170
O 0.126 -0.846 -0.129
C 0.118 0.130 0.184
C -0.047 -0.050 -0.192
C -0.051 0.006 -0.026
N -0.335 -0.018 0.436
N 0.029 -0.056 -0.078
C 0.017 0.010 0.138
O 0.202 -0.112 -0.091
C -0.029 -0.050 0.016
C 0.005 0.033 0.029
C -0.019 -0.010 -0.002
C 0.018 0.014 0.001
C -0.017 -0.009 -0.002
C 0.022 0.013 -0.034
H 0.010 0.008 -0.001
H -0.010 0.000 0.004
H -0.008 -0.009 -0.012
H -0.002 0.008 0.017
H 0.005 0.016 0.006
H 0.000 -0.008 -0.019
H -0.005 0.008 0.000
H -0.003 -0.007 0.012
H 0.002 -0.001 0.004
H 0.000 -0.001 -0.005
H -0.002 0.000 -0.007
H -0.002 0.003 0.014
Br -0.019 0.025 -0.025
C 0.045 0.021 -0.036
C -0.017 -0.012 0.010
C -0.018 -0.003 -0.013
C -0.025 0.011 0.038
C -0.009 -0.060 0.048
C 0.012 -0.109 0.010
I 0.007 0.272 -0.050
H 0.003 0.005 -0.004
H -0.004 -0.004 0.007
H 0.003 0.008 -0.002
H 0.004 0.008 -0.007
Br 0.008 0.001 0.042
C -0.114 0.029 0.108
C 0.048 -0.010 -0.022
C -0.047 0.014 -0.046
C 0.023 0.023 0.009
C 0.225 -0.103 0.288
C 0.019 0.003 -0.194
C -0.276 0.206 0.632
O 0.161 -0.025 -0.304
O -0.170 -0.450 -0.533
H -0.004 -0.009 0.002
H -0.003 0.015 0.008
H -0.001 0.005 0.004
H -0.186 -0.037 -0.275

Values from the calculation:
Orbital gap (spin up / spin down)   6.099 / 5.597 eV
Multiplicity   2
Net charge   +1
Highest occupied orbital energy (spin up / spin down)   -11.24 / -11.23 eV
Expectation value of S²   0.908
Largest force on an atom   0.020 Eh/bohr
Energy relative to the best compared isomer or geometry (same formula, charge and spin)   251.22 kJ/mol

From a natural (NBO) analysis of the wavefunction, the atomic charges in e read: Ir 1.168; C -0.696; C 0.563; O -0.574; C -0.377; C 0.315; C -0.670; N -0.291; N -0.316; C 0.581; O -0.624; C -0.099; C -0.170; C -0.213; C -0.154; C -0.212; C -0.159; H 0.254; H 0.254; H 0.257; H 0.246; H 0.235; H 0.263; H 0.256; H 0.231; H 0.229; H 0.228; H 0.230; H 0.237; Br 0.108; C -0.123; C -0.201; C -0.142; C -0.182; C -0.213; C -0.179; I 0.581; H 0.242; H 0.235; H 0.236; H 0.231; Br 0.127; C -0.033; C -0.231; C -0.167; C -0.242; C -0.078; C -0.230; C 0.787; O -0.561; O -0.783; H 0.240; H 0.230; H 0.224; H 0.132